1.
Below is a structure of composition C65H168N9O23Y at a distorted geometry, with properties calculated with ωB97M-V with the def2-TZVPD basis set.

Structure (ORCA input):
```
! RIJCOSX wB97M-V def2-TZVPD def2/J DEFGRID3
* xyz 0 1
H 15.20209 20.89378 19.23230
H 11.15120 23.13333 17.94578
C 13.43504 28.45414 19.06992
H 19.82973 28.06474 17.17973
H 24.53947 11.71427 18.32438
C 25.33878 12.45222 18.65243
C 25.49006 19.23886 19.41739
H 21.49073 24.15274 12.38049
H 15.01086 20.57400 11.72059
H 25.82409 12.15211 19.60104
C 25.68666 18.03606 18.56982
H 16.10345 18.17898 17.61984
H 16.27033 21.04787 8.29383
H 16.59051 27.90732 14.24662
H 20.63928 26.13053 18.94087
C 16.75101 17.59503 18.27277
C 16.76899 28.83907 13.72634
H 15.68449 21.18676 22.39946
N 14.15046 26.18783 16.57430
O 14.69599 13.49388 11.32299
H 24.99100 18.98260 20.33068
H 14.11522 19.23942 10.88249
C 14.41557 20.91226 19.95841
Y 14.04851 24.29278 19.48209
H 20.61635 27.36498 10.39439
C 18.73412 18.68171 17.10896
C 26.75329 17.01732 16.75799
H 17.13481 23.53066 22.44483
C 16.03717 23.43163 22.33353
H 13.46116 29.51885 19.32218
H 15.73522 16.27218 15.52301
H 17.51624 21.28530 16.65238
H 14.45664 19.98328 20.60988
H 17.85703 19.20497 19.09135
C 14.09741 12.23176 11.20737
C 24.01057 13.86181 20.20242
C 20.96735 28.59530 15.47222
H 22.27000 25.50882 18.34382
H 12.47399 25.22699 24.20572
H 15.72363 15.55763 10.71718
H 19.20184 28.68673 12.93606
H 20.59632 27.59204 8.61042
H 15.52775 18.82942 11.80896
H 22.26006 20.05015 21.87669
H 26.30623 13.10592 16.79701
H 19.37174 23.26958 12.84641
C 20.51673 21.51959 10.70144
C 15.51240 25.28832 13.20128
H 17.86274 19.04345 16.48488
H 28.00430 11.74723 15.76203
C 28.08472 11.10894 16.61459
H 16.04378 29.47965 19.23803
H 21.19039 16.89173 19.22695
H 11.25502 19.40850 13.38960
C 15.14485 19.61548 11.17311
H 16.97166 17.02427 12.20710
C 16.74380 23.06285 17.65113
C 18.91939 25.67603 9.38910
H 20.75430 21.05274 19.90514
H 16.85190 24.13167 14.22514
C 11.57889 20.42660 13.08502
C 18.40280 16.47871 13.60414
O 22.50796 22.48708 18.45534
H 13.19665 23.76895 23.35788
H 15.81318 21.76749 16.16226
H 19.33286 19.97221 12.74031
H 20.41521 23.65289 15.16611
O 17.42148 20.31138 10.54798
H 24.60033 13.46643 21.06466
C 16.42459 25.60253 21.83657
H 16.87169 23.80609 16.84310
H 13.90902 25.44511 23.12391
O 22.66119 15.58517 19.55059
H 21.47991 20.76386 18.12361
H 12.78349 19.44270 15.54778
H 14.63528 11.44072 11.71444
N 16.36668 25.18928 12.07320
H 19.45084 19.46631 17.21836
N 15.96291 24.54915 14.29084
C 20.12266 24.67256 15.11335
H 16.83392 27.90199 19.26791
H 22.85745 17.56458 19.17420
H 19.10312 17.82223 16.55124
H 16.20010 17.46135 19.18767
H 21.50335 29.21097 13.59182
H 21.02482 30.58307 16.20006
H 16.06938 26.53185 21.34376
H 21.10420 25.54997 21.23430
C 23.67992 15.27236 20.47772
H 17.19563 15.09772 9.84181
H 12.38801 20.89504 20.38106
N 24.62847 20.22117 18.71162
H 14.03267 19.78970 14.34365
H 9.98038 25.05804 21.50685
C 21.49573 25.46559 19.16232
H 21.56396 27.65299 15.33832
O 11.38422 21.62635 15.32774
N 24.79746 13.75212 18.94052
H 17.33009 24.89798 12.23372
H 22.13189 27.91611 20.46530
H 22.83112 20.96237 16.97047
C 12.04897 25.05865 22.05472
H 15.77220 13.25120 9.48278
H 16.97262 14.56374 12.72597
C 17.53457 30.14832 11.75250
H 12.49013 28.06542 19.50211
C 15.90836 13.43908 10.54614
C 21.42360 20.11907 22.51579
H 12.05007 26.16343 21.86157
O 18.66199 28.16177 12.33191
C 15.74629 22.04728 21.69819
H 19.10937 27.49921 15.64586
O 20.69030 28.99867 14.05253
H 23.76602 21.38925 20.20372
C 13.30533 20.24127 14.99215
H 10.40040 23.77350 22.70408
H 19.39885 15.96517 13.81141
O 18.92479 24.07797 13.12674
H 15.76046 16.60089 13.83036
C 12.95564 20.91828 19.47531
O 26.64790 18.22557 17.54333
O 12.44369 24.26951 20.97286
H 13.12847 12.30986 11.73546
C 16.56577 21.68424 16.95290
H 17.56896 21.21984 10.22487
H 18.99713 29.28291 16.10593
C 20.08564 21.32011 20.76767
H 24.30283 22.62393 17.55803
H 16.37879 18.93916 9.60612
H 10.24851 25.46873 23.25049
C 18.46928 24.29197 9.10259
H 15.41038 24.42661 15.13378
C 15.92625 28.41507 18.97884
H 25.76571 16.70886 16.39366
H 14.77200 27.79412 20.72153
H 16.30116 25.75765 22.91767
C 16.56353 14.84144 10.74611
C 21.10407 25.13053 12.75753
H 16.52786 12.58045 10.96227
C 11.22739 22.34238 18.64963
H 27.46823 17.20022 15.92294
H 12.68897 19.97686 18.94977
O 26.79413 11.13407 17.34209
O 15.59746 24.41981 21.46062
H 20.68257 19.32633 22.44039
O 20.38532 25.67934 9.28752
H 10.76124 21.00869 12.66675
H 15.74473 28.46215 17.87749
H 18.77319 23.61344 10.98171
H 20.99712 23.55511 10.12802
H 18.58223 26.10383 10.35282
C 12.23842 21.10067 14.30214
H 14.50628 26.52452 17.49705
O 14.39217 25.88458 13.19925
H 19.39436 26.08524 13.48617
H 13.38051 28.25536 17.99343
H 14.64293 20.42206 8.47371
O 12.67790 22.08492 18.73055
H 18.93446 23.99355 8.13038
H 15.26198 21.73934 9.59456
C 17.34835 28.77268 12.37188
H 21.34346 21.86203 16.83028
C 20.95770 26.96342 9.42254
H 12.39771 20.33654 12.37198
H 16.56869 17.74276 14.87281
H 21.83092 20.14443 23.54456
H 22.00881 22.50260 23.05522
H 18.42038 26.26819 8.61424
C 18.14537 18.30966 18.49346
C 15.53671 20.79487 9.02226
H 27.00688 16.21919 17.44487
H 22.59396 30.03641 15.60814
H 18.80350 22.73674 17.84434
C 14.71281 27.76641 19.63341
H 16.87760 16.65885 17.73310
H 16.74142 28.14276 11.73965
H 22.32521 23.89459 21.39171
N 14.52055 22.13299 20.85362
H 27.40448 12.95203 18.11540
C 22.54817 27.00514 20.97040
C 26.50225 12.45844 17.65523
H 17.74577 22.08117 19.17366
H 21.99266 29.35277 17.06833
C 12.95276 24.85220 23.25059
N 18.85679 23.22937 10.05227
H 16.60646 30.64687 11.54579
H 25.47302 21.78888 19.91655
O 14.74157 26.41672 19.29290
H 24.28049 14.15943 18.15467
H 10.85963 22.73211 19.63648
C 22.05435 21.47006 17.56023
H 23.08089 13.28479 20.14208
H 28.24682 10.06244 16.32041
C 16.13108 19.87141 10.05340
H 21.15761 20.03518 12.69214
H 12.82317 25.33886 14.44148
C 21.99140 25.65718 20.59229
H 14.30406 26.80026 15.80155
H 25.06380 20.34067 17.80358
H 19.13450 24.90232 15.58786
H 22.16284 17.18286 20.75528
N 12.50040 25.01039 15.35563
C 13.16873 25.30573 16.49713
H 28.99719 11.42029 17.17214
H 20.27802 21.00666 13.91406
H 19.83626 21.51268 22.87305
H 18.88556 16.61881 18.67165
C 17.80430 16.27461 12.15749
C 24.52134 21.52260 19.43508
H 16.64736 21.85449 21.08725
C 21.67620 29.71855 16.09696
H 19.52939 22.22601 20.49258
H 13.71081 22.13252 21.47236
H 18.03660 30.81002 12.47819
H 17.39329 29.46382 14.43404
C 10.56963 24.80608 22.39185
H 18.05066 30.07467 10.82856
H 24.11484 23.57708 18.99726
C 19.59526 28.38417 16.14292
H 23.57700 27.03603 20.65460
H 19.91092 20.69135 10.27471
H 13.84259 20.87337 15.71045
N 17.42012 14.96350 11.88742
H 16.29141 26.00713 11.49083
H 15.83925 29.44147 13.65520
H 22.69426 27.11883 22.01026
H 24.67424 17.86520 18.07665
H 19.22914 20.62182 20.68419
H 18.46282 16.73460 11.38844
H 18.21649 23.91010 19.02319
O 20.18474 21.71841 12.09493
H 21.58277 21.30479 10.60222
O 12.85966 24.62496 17.50521
H 10.72986 21.40737 18.31811
H 26.03812 17.22504 19.15678
H 11.32503 20.89194 15.94750
C 20.26063 20.53677 12.93178
H 24.54845 15.87074 20.23428
H 22.00992 27.01120 9.42622
H 16.09053 20.98204 17.62408
H 15.60930 23.45575 23.36742
C 20.23146 22.78370 9.88762
H 20.54612 22.59167 8.85369
H 12.09399 24.05906 15.42660
H 12.79584 22.01358 13.91425
H 17.40756 24.38755 8.87476
H 20.96110 25.26003 15.46000
H 13.86504 12.00916 10.22354
H 17.46742 25.42569 21.55974
H 21.85001 25.64243 13.39782
H 21.04204 24.46360 18.95771
O 18.97136 17.42430 19.21012
H 26.52756 19.63235 19.68030
C 19.85215 25.07044 13.62836
O 15.63054 23.39578 18.41051
H 18.59601 17.55445 13.63297
C 20.64442 21.38658 22.17056
C 16.34968 16.63541 14.75159
H 21.00210 25.77429 11.86117
C 22.17091 16.90721 19.64864
C 23.92648 22.60756 18.55313
O 21.47482 22.53769 22.27913
O 22.91632 24.54925 20.98536
O 17.57783 15.92051 14.64546
H 23.44505 15.47548 21.50440
C 17.98168 22.97037 18.51233
*
```

Computed properties:
HOMO-LUMO gap: 8.6 eV
LUMO energy: 0.469 eV

=====

2.
Below is a structure of composition C65H51N3P3RuSSi at a distorted geometry, with properties calculated with ωB97M-V with the def2-TZVPD basis set.

Structure (ORCA input):
```
! RIJCOSX wB97M-V def2-TZVPD def2/J DEFGRID3
* xyz 0 2
C 4.74094 0.46384 2.13273
C 3.26528 -1.30886 -6.65253
C 5.96247 1.12238 2.13804
H 2.98224 -2.84089 -3.27444
C -2.64041 -0.76476 0.06511
C -4.69782 -1.84319 0.71291
H -1.88212 -2.14008 -6.32155
H -0.65108 0.98342 -3.67112
C -4.24445 3.12206 -0.01386
C -1.86868 -1.70143 -5.33109
C -3.25434 2.15503 -0.03631
H 0.77541 2.63379 -2.63118
C -2.43772 -1.80611 -2.99354
C -4.79171 3.58505 -1.20377
H -3.03936 1.68349 -3.37950
C 0.27327 -1.41232 4.16216
H 0.98324 -1.79114 -3.00573
C 3.04911 -2.39970 -4.25769
C -0.15165 3.93330 2.44670
C 4.70313 -3.45574 -1.21645
H -2.95477 -3.31493 -4.42580
H -2.02083 0.99279 4.11088
C -1.11960 4.47189 -0.52668
C -0.85538 4.13430 3.62308
C 6.46063 1.68551 0.97350
H -4.77468 -2.58426 2.72775
H 4.55986 4.01728 2.76575
C 2.65989 -3.44289 0.64896
H -1.88717 5.86866 -3.51956
C 5.71066 1.61916 -0.19162
C 3.15261 -2.22619 0.17705
C 0.51636 -4.32873 -4.15378
H 4.59015 -5.59807 -1.11734
C 2.25162 3.21653 0.41006
C 0.34251 -3.85879 -2.76323
C -1.54365 3.07504 4.20842
C -4.34020 3.06918 -2.40611
N 2.34941 -2.26163 -6.50998
H -5.56733 4.34171 -1.19160
H 5.57457 5.17394 0.82546
H -2.10946 3.23649 5.11936
C -0.50452 4.25083 -3.21708
H -0.87260 5.11506 4.08318
C 0.66548 -0.98447 2.88719
H 4.63406 -1.03839 -3.75007
H -0.74735 -1.25486 4.49617
H 0.84740 -2.36992 5.99678
N 4.09656 -0.84379 -5.72286
P 0.64977 2.34320 0.22286
C -3.93584 -1.17987 -0.23816
C 3.97281 -1.40488 -4.52904
C 4.00860 0.33474 0.95302
C 1.22702 -3.88004 -5.18681
C -1.72303 5.31426 -1.45314
C -1.49028 1.81360 3.63530
C -1.21920 -0.49303 -5.11376
H -4.35982 -0.97560 -1.21461
H 5.50925 -3.44872 -1.94112
C -0.21090 3.49734 -0.93370
C -1.18626 0.05746 -3.84146
H 7.41364 2.20156 0.98070
C -2.47159 -2.35669 -4.26963
H -5.69665 -2.18021 0.46524
C 2.47770 -2.27067 4.59726
H 4.60238 -1.32484 -1.12677
C -2.91612 -1.59195 2.30928
H -2.87002 -2.35896 -2.17031
H 6.51683 1.20779 3.06520
H -2.44592 6.04735 -1.11504
H 2.76186 -5.57948 0.55702
C 2.00228 -1.16792 2.50166
H 6.06437 2.09592 -1.09848
C -0.13322 2.67076 1.84896
H 0.38374 4.75948 1.99030
C 0.57907 -2.54817 -2.33953
H -1.02191 -4.92792 0.14658
P 2.45724 -0.63319 0.79455
H -4.58826 3.51249 0.93701
C -0.55894 -4.27894 -0.58603
H -4.76110 3.41972 -3.34105
C 4.18361 -2.25070 -0.75788
N 0.28726 -2.10584 -1.11022
H -1.39363 4.56764 0.51367
C -0.24455 -4.72754 -1.85324
Ru 0.61441 0.20595 -0.40141
H -0.71882 0.01168 -5.93104
C -4.18093 -2.06373 1.98461
H 2.45478 2.77892 2.50622
H 3.89045 0.95144 -1.10616
C 2.85006 3.84137 -0.68321
P -1.61317 0.20168 -1.13210
C -3.35371 2.08666 -2.42774
H 1.05455 -4.36544 -6.14198
C 4.18937 -4.65829 -0.75669
H -0.25157 4.15780 -4.26768
C 4.64935 4.62230 0.70756
H 3.89628 -2.06891 3.01149
C 3.16521 -4.64674 0.17911
C 4.07827 3.97880 1.79518
Si -0.43521 -0.09243 1.62698
C 2.89012 -1.84305 3.34546
H 1.88366 -3.45569 1.40196
H 4.36530 0.06786 3.06392
S 1.78474 0.45116 -2.39509
H 2.38787 3.78793 -1.65935
H -2.85502 1.79603 0.90221
C -0.76960 1.58790 2.45806
H -0.48621 -2.59828 0.72988
C -1.81089 -0.58444 -2.76989
H 4.48459 5.02565 -1.39567
C -1.41416 5.21124 -2.79923
H -2.54050 -1.74773 3.31520
C -2.79320 1.62098 -1.24280
C 1.16822 -2.04207 5.01432
C 2.88836 3.27809 1.64667
C -2.12693 -0.92761 1.36635
H -0.47371 -5.74623 -2.14951
H -0.12341 -5.17615 -4.38431
C -0.27353 -2.96992 -0.26005
H 3.17279 -2.79016 5.24692
C 0.08128 3.39459 -2.29548
C 4.03729 4.54219 -0.53505
H 3.35137 -0.86685 -7.64002
C 2.22564 -2.80429 -5.29247
C 4.49044 0.95829 -0.19970
*
```

Computed properties:
HOMO-LUMO gap (alpha / beta): 6.8 / 6.3 eV
⟨S²⟩: 0.755
energy above the lowest of the compared OMol25 structures with the same formula, charge and spin: 0.0 kcal per mole
LUMO energy (alpha / beta): -0.017 / -0.273 eV